Density functional theory data (wB97M-V/def2-TZVPD) for C23H67AsF6N11O8 as an isolated structure in a non-equilibrium geometry.

Computed properties:
Spin multiplicity = 2
Gap between HOMO and LUMO (spin up / spin down) = 8.90 / 4.41 eV
Lowest unoccupied orbital energy (spin up / spin down) = 0.0000 / -0.1648 Eh
E_HOMO (spin up / spin down) = -0.327 / -0.327 hartree
Expectation value of S² = 0.7538

The geometry in XYZ format:
```
116
Properties=species:S:1:pos:R:3:forces:R:3
As 1.065 0.192 0.054 0.74 -0.20 1.38
F -0.043 -0.272 -1.223 0.66 0.08 -0.01
F 1.127 1.826 -0.466 -0.41 -0.01 -0.03
F 2.060 0.657 1.500 -1.00 -0.44 -1.63
F 1.093 -1.454 0.703 0.48 1.49 -0.74
F 2.450 -0.137 -0.968 -0.77 -0.01 0.83
F -0.453 0.503 0.967 1.51 0.19 0.38
C 1.093 -3.900 -3.114 -0.67 -1.71 -0.90
O 0.266 -4.732 -3.402 -1.04 -1.52 -1.14
N 0.920 -3.170 -2.056 -0.52 2.31 3.09
N 2.218 -3.648 -3.745 3.02 0.51 -1.95
H 1.613 -2.483 -1.794 -0.59 -0.05 0.38
H 0.065 -3.367 -1.557 0.38 0.50 0.32
H 2.600 -4.203 -4.497 -0.66 -0.09 0.23
H 2.883 -3.011 -3.330 0.20 0.03 -0.02
C 1.417 -1.939 4.298 -2.60 -0.64 6.98
O 0.931 -2.234 5.384 -0.51 -0.15 1.94
N 1.507 -2.826 3.432 0.75 -4.61 -5.74
N 1.861 -0.785 4.043 2.45 6.84 -2.50
H 2.052 -2.606 2.611 0.01 -0.93 -0.14
H 1.225 -3.743 3.748 0.18 0.12 -0.60
H 2.055 -0.052 4.710 -0.60 -0.68 0.31
H 1.721 -0.423 3.110 0.46 0.01 -0.06
C -1.730 -3.264 0.956 0.18 -3.63 0.62
O -2.284 -2.235 0.901 -1.23 4.41 -0.69
N -0.448 -3.540 1.053 4.09 1.46 0.12
N -2.379 -4.427 0.978 -2.59 -2.76 -0.05
H -0.017 -4.445 1.174 -0.54 0.28 -0.03
H 0.132 -2.736 1.246 -0.04 -0.58 -0.15
H -1.854 -5.271 1.155 -0.55 0.15 0.04
H -3.360 -4.411 1.222 0.24 -0.12 -0.26
C 2.151 6.890 0.935 -0.19 -1.61 0.36
C 2.803 5.705 1.740 -2.09 1.61 2.86
C 1.962 4.390 1.837 0.17 2.03 -1.80
O 0.868 4.638 2.632 -0.93 -0.31 0.85
C 0.137 3.466 2.918 -0.69 0.48 1.01
N 4.157 5.471 1.440 1.11 -1.36 -1.19
H 2.418 6.750 -0.113 0.00 0.24 -0.11
H 2.391 7.899 1.270 0.53 -0.28 0.08
H 1.067 6.815 1.030 -0.12 -0.10 -0.08
H 2.877 5.970 2.795 -0.82 0.77 0.23
H 2.524 3.523 2.185 0.32 -0.03 -0.14
H 1.567 4.305 0.824 0.23 -1.11 -0.54
H 0.623 2.864 3.686 0.38 -0.18 -0.02
H -0.117 2.809 2.086 0.22 0.26 -0.42
H -0.779 3.828 3.385 -0.19 -0.17 -0.13
H 4.008 4.614 0.927 1.41 -0.37 -1.05
H 4.536 5.109 2.303 0.64 0.08 0.09
C 5.416 -4.091 -1.384 0.87 0.18 1.00
C 4.496 -2.971 -0.965 -1.34 0.62 0.91
C 4.799 -2.194 0.398 0.24 -1.14 -1.23
O 4.494 -2.970 1.536 -0.04 -0.45 0.40
C 4.912 -2.341 2.747 0.51 -0.36 -0.18
N 4.358 -2.011 -2.077 0.44 -0.44 0.61
H 5.038 -4.589 -2.277 0.10 -0.09 0.20
H 5.617 -4.765 -0.551 -0.71 -0.45 -0.04
H 6.439 -3.747 -1.531 0.06 0.48 -0.64
H 3.498 -3.392 -0.851 -0.14 -0.24 0.26
H 4.239 -1.260 0.442 -0.08 0.16 -0.24
H 5.866 -1.977 0.351 0.35 0.30 0.29
H 4.916 -3.014 3.605 -0.78 -0.44 -0.29
H 4.281 -1.481 2.973 0.23 0.24 0.01
H 5.978 -2.122 2.692 0.09 0.72 -0.29
H 5.294 -1.646 -2.181 0.14 0.48 -0.55
H 3.780 -1.261 -1.725 0.08 0.32 -0.22
C -6.631 -2.228 3.887 0.48 0.82 0.48
C -5.533 -1.347 3.148 0.93 -2.83 1.97
C -4.085 -1.755 3.626 -1.33 0.78 0.62
O -3.170 -0.889 3.045 -1.28 0.48 -1.23
C -2.088 -0.516 3.798 0.19 -0.39 1.26
N -5.485 -1.777 1.787 -1.15 0.68 -1.62
H -7.644 -1.860 3.724 -0.02 0.06 -0.48
H -6.568 -2.254 4.975 0.40 0.18 0.18
H -6.582 -3.270 3.571 0.08 0.02 -0.20
H -5.674 -0.292 3.384 -0.01 0.05 -0.65
H -3.837 -2.777 3.342 -0.22 -0.35 -0.14
H -4.129 -1.731 4.715 0.57 0.27 0.38
H -1.607 -1.409 4.195 0.75 -0.03 -0.10
H -2.453 0.005 4.683 0.26 0.56 0.28
H -1.429 0.112 3.197 0.02 -0.18 0.13
H -5.441 -2.784 1.844 0.53 -0.28 -0.14
H -6.414 -1.678 1.402 -0.35 0.40 -0.51
C -0.824 3.730 -5.401 1.31 1.04 1.08
C 0.183 2.661 -5.878 -1.52 -0.32 -0.02
C 0.651 1.699 -4.706 0.55 0.77 -1.02
O 1.652 0.744 -5.123 -1.11 0.51 0.36
C 2.303 0.015 -4.063 0.01 0.32 -1.05
N -0.672 1.913 -6.798 0.19 -1.45 -0.90
H -1.313 4.295 -6.195 -0.16 -0.68 -0.38
H -0.315 4.548 -4.892 0.29 -0.01 0.47
H -1.561 3.346 -4.696 -0.07 -0.21 -0.32
H 0.926 3.118 -6.532 0.90 0.15 0.97
H -0.264 1.228 -4.348 -0.11 -0.48 -0.12
H 1.011 2.298 -3.870 0.35 0.21 0.08
H 1.641 -0.403 -3.305 -0.28 0.30 -0.04
H 3.074 0.654 -3.634 -0.05 0.00 0.37
H 2.790 -0.826 -4.558 0.02 0.06 0.03
H -0.799 2.460 -7.637 -0.50 0.67 0.04
H -0.115 1.184 -7.220 0.18 -0.85 0.33
C -2.139 2.481 -2.110 1.08 -0.08 -1.50
C -2.951 1.874 -1.005 -1.88 0.59 2.61
C -4.404 1.585 -1.314 -1.34 0.22 -1.60
O -5.177 1.221 -0.210 0.58 1.72 1.46
C -6.604 1.136 -0.428 1.63 -1.85 -0.30
N -2.469 0.617 -0.506 1.74 2.16 -2.77
H -2.411 3.523 -2.276 -0.56 -0.11 0.11
H -2.181 1.955 -3.064 -0.38 -0.15 -0.02
H -1.069 2.563 -1.916 0.06 -0.35 0.57
H -2.872 2.604 -0.199 -0.36 -0.15 0.37
H -4.424 0.773 -2.041 0.14 -0.46 -0.30
H -4.808 2.417 -1.892 -0.24 0.49 0.25
H -7.153 2.034 -0.712 0.47 0.10 -0.29
H -7.051 0.690 0.461 0.26 0.33 0.16
H -6.513 0.317 -1.142 -1.71 0.16 -0.76
H -2.135 0.153 -1.339 -0.58 -2.00 -0.10
H -1.635 0.766 0.045 0.18 -0.98 2.09
```
Positions in Å, forces in eV/Å.

These are the Mulliken partial charges, in e, on atoms 1 to 99: 2.2529, -0.3943, -0.6022, -0.6086, -0.3756, -0.5380, -0.8118, 0.5290, -0.7661, 0.2162, -0.1883, -0.2742, 0.0524, 0.2249, 0.0771, 0.5526, -0.7842, 0.0242, -0.0492, -0.1490, 0.2155, 0.2366, -0.1247, 0.5006, -0.4520, -0.1426, -0.4791, 0.2197, 0.0836, 0.1343, 0.2571, -1.3182, 0.2591, -0.4505, -0.4142, -0.5474, -0.7067, 0.3346, 0.3286, 0.3064, 0.3499, 0.3813, 0.1141, 0.2997, 0.0002, 0.3885, 0.2900, 0.3339, -1.6232, 0.7566, -0.5436, -0.3764, -0.7124, -0.5384, 0.3779, 0.3662, 0.3776, -0.0799, 0.1559, 0.4945, 0.2676, 0.2619, 0.3508, 0.3652, 0.1860, -1.4762, 0.2676, -0.8670, 0.0595, -0.8097, -0.4746, 0.3951, 0.4060, 0.3503, 0.3325, 0.2128, 0.4901, 0.5099, 0.4078, -0.2528, 0.1543, 0.2728, -1.2891, 0.4342, -0.4684, -0.4280, -0.5276, -0.8233, 0.4327, 0.3653, 0.1863, 0.4039, 0.1915, 0.2458, 0.1464, 0.3721, 0.2243, 0.2422, 0.2554



Density functional theory data (wB97M-V/def2-TZVPD) for a 11-piece molecular cluster, C23H68N4O11 overall in a non-equilibrium geometry.

Computed properties:
Gap between HOMO and LUMO = 8.82 eV
Relative energy (zero: lowest compared OMol25 entry of this formula, charge and spin) = 871.7 kJ/mol
Lowest unoccupied orbital energy = 0.0075 Eh
SMILES string = NC(N)=O.NC(N)=O.CC(C)O.CC(C)O.CC(C)O.CC(C)O.CC(C)O.CC(C)O.CO.CO.CO
E_HOMO = -0.317 hartree

The geometry in XYZ format:
```
106
Properties=species:S:1:pos:R:3:forces:R:3
N 2.612 -0.918 -1.752 -1.21 -5.70 1.68
C 2.926 0.150 -1.098 1.81 -1.31 4.50
N 2.989 1.144 -1.898 0.79 5.01 -0.61
O 3.232 0.123 0.271 -1.76 0.28 -5.60
H 2.449 -1.767 -1.146 0.26 1.01 -1.08
H 2.435 -1.066 -2.738 0.39 0.93 0.31
H 3.247 2.014 -1.450 0.43 0.67 0.18
H 2.744 1.200 -2.893 -0.06 -0.80 0.89
N 2.042 2.351 1.073 -1.75 -1.46 0.97
C 2.717 3.380 0.645 5.11 -1.22 -4.16
N 2.422 4.551 1.179 -0.27 2.17 0.64
O 3.713 3.209 -0.277 -4.25 1.67 3.54
H 2.353 1.416 0.739 0.77 -0.12 0.36
H 1.398 2.396 1.886 0.70 0.17 -1.20
H 2.782 5.367 0.677 -0.34 -0.46 0.73
H 1.695 4.615 1.914 0.89 0.20 -1.13
C -2.911 -3.685 3.390 0.44 -0.90 0.52
C -2.319 -2.297 3.729 -5.54 1.01 -4.90
C -3.503 -1.255 4.053 2.26 0.95 -1.28
O -1.542 -2.186 4.717 5.06 -0.84 6.95
H -2.150 -4.419 2.916 -1.03 1.16 0.94
H -3.705 -3.523 2.635 0.25 -0.33 0.50
H -3.327 -4.141 4.359 0.42 0.50 -1.52
H -1.725 -1.931 2.895 -0.69 0.21 -1.40
H -3.982 -1.423 5.013 -0.16 -0.49 -0.13
H -4.162 -1.242 3.182 -0.34 0.14 0.40
H -3.009 -0.212 4.140 -0.78 -1.61 -0.27
H -0.853 -2.863 4.690 0.11 0.21 0.21
C -0.343 4.819 -0.602 -0.86 1.70 1.46
C -1.747 4.296 -0.701 0.52 2.59 5.47
C -2.880 5.237 -0.811 1.10 3.23 -0.84
O -1.861 3.485 -1.651 -0.90 -5.58 -7.57
H -0.181 5.506 -1.401 0.39 0.60 -0.76
H 0.451 4.097 -0.567 0.03 -0.60 -0.04
H -0.365 5.385 0.337 0.65 0.15 -0.06
H -1.954 3.704 0.179 0.12 0.11 1.63
H -2.787 5.785 -1.827 -0.32 -0.65 1.57
H -2.818 5.969 0.020 -0.36 -0.18 -0.56
H -3.793 4.701 -0.781 -0.92 -0.45 0.02
H -1.211 2.802 -1.504 0.25 -0.73 -0.23
C -0.067 1.142 5.025 -0.21 1.32 0.54
C 0.779 1.258 3.770 6.70 -5.16 9.76
C 1.404 -0.092 3.454 0.93 -1.01 0.21
O 0.202 1.731 2.826 -6.46 5.04 -9.45
H -0.820 0.368 4.903 -0.20 -0.09 0.03
H -0.545 2.147 5.148 0.03 -0.82 0.13
H 0.511 0.944 5.935 -0.06 -0.08 -0.29
H 1.577 1.925 3.955 1.54 0.79 1.08
H 2.171 -0.066 2.640 -0.63 0.06 0.56
H 0.558 -0.680 3.149 -0.38 -0.71 -0.52
H 1.819 -0.642 4.326 -0.04 0.62 -0.36
H -0.692 1.438 2.782 -1.80 -0.30 -0.92
C -0.892 -4.149 0.350 -1.13 -0.11 0.04
C -0.168 -5.461 0.492 -8.60 -1.26 -1.51
C -0.334 -6.433 -0.638 -1.18 -1.55 -0.88
O 1.039 -5.256 0.680 9.54 1.82 2.16
H -0.760 -3.607 -0.598 0.11 -0.22 0.43
H -0.795 -3.529 1.226 1.18 0.60 0.15
H -1.924 -4.358 0.541 -1.12 -0.30 -0.86
H -0.614 -5.998 1.342 -0.41 0.14 0.40
H -1.350 -6.823 -0.664 -0.20 -0.03 -0.05
H 0.301 -7.318 -0.505 0.02 0.05 0.44
H -0.100 -6.146 -1.648 0.17 0.93 -0.34
H 1.422 -6.100 0.876 1.25 -0.43 0.15
C 0.001 -0.715 0.154 0.39 0.23 0.97
C -0.274 0.413 -0.795 0.88 -6.45 -5.97
C -1.485 0.118 -1.755 1.15 1.09 0.28
O -0.480 1.496 -0.214 -1.81 8.45 5.50
H -0.904 -0.935 0.713 -0.22 -0.05 0.26
H 0.783 -0.350 0.881 -0.60 -0.79 -0.81
H 0.301 -1.617 -0.344 0.44 -0.28 -0.13
H 0.629 0.703 -1.344 0.15 -1.78 -1.31
H -1.196 -0.685 -2.351 0.43 -1.69 -1.12
H -1.732 0.916 -2.468 0.24 0.16 0.42
H -2.396 -0.178 -1.275 -0.48 -0.05 0.76
H 0.340 1.674 0.292 -0.46 0.93 0.22
C 0.390 2.780 -3.842 -0.83 0.99 1.10
C 0.628 1.562 -4.667 -7.83 5.26 -2.99
C 0.809 1.925 -6.100 -2.15 1.60 -2.19
O 1.611 0.935 -4.303 9.22 -5.58 4.04
H -0.709 3.094 -3.868 1.73 0.03 -0.34
H 1.128 3.510 -4.214 -0.64 0.40 0.47
H 0.595 2.589 -2.763 0.06 0.01 -0.69
H -0.239 0.955 -4.545 -1.66 -0.67 -0.27
H 1.712 2.479 -6.308 0.58 0.06 0.35
H -0.008 2.603 -6.480 0.53 -0.67 0.36
H 0.787 1.063 -6.754 0.10 -0.43 -0.13
H 1.659 0.122 -4.791 0.85 -0.78 -0.19
C 0.888 -2.158 -4.137 -1.82 1.15 0.03
O 2.192 -1.687 -4.347 -0.61 0.49 -0.65
H 0.782 -2.713 -3.253 0.35 -1.08 1.50
H 0.449 -2.776 -4.917 0.24 0.26 -0.52
H 0.232 -1.285 -3.908 0.48 -0.43 -0.68
H 2.738 -2.436 -4.487 1.10 -0.96 -0.26
C 3.325 -2.889 0.823 2.12 -1.06 -2.57
O 2.443 -3.205 -0.258 -0.16 0.09 0.20
H 4.167 -2.214 0.568 -0.80 -0.34 -0.57
H 3.759 -3.815 1.113 0.55 -0.84 0.70
H 2.865 -2.439 1.596 -1.93 1.50 2.70
H 1.818 -3.880 0.088 0.56 0.46 -0.31
C -3.587 1.403 1.340 -0.38 -0.46 -0.34
O -2.243 1.069 1.587 -0.80 -0.64 2.13
H -3.563 1.761 0.325 -0.71 0.93 -0.38
H -3.937 2.149 2.076 -0.01 -0.37 -0.49
H -4.270 0.519 1.275 0.47 0.46 0.62
H -1.812 1.072 0.748 0.97 0.30 -0.71
```
Positions in Å, forces in eV/Å.

These are the Mulliken partial charges, in e, on atoms 1 to 99: 0.1310, 0.1059, 0.0710, -0.7969, -0.0392, 0.5125, 0.4346, 0.1341, 0.2722, 0.2055, -0.2835, -0.8719, -0.3434, 0.2706, 0.3013, 0.2037, -1.0998, 1.6199, -1.2019, -0.5276, 0.1485, 0.3125, 0.3243, -0.7191, 0.4339, 0.2672, 0.1278, 0.3679, -1.3378, 1.7218, -1.6821, -0.6299, 0.4105, 0.2046, 0.3481, -0.4358, 0.3044, 0.3469, 0.4124, -0.4556, -1.4459, 0.5534, -0.6307, -0.2786, 0.1686, 0.3608, 0.4161, 0.3081, 0.0562, -0.2018, 0.5937, 0.0405, -1.2157, 0.7424, -1.6651, -0.4823, 0.2399, 0.1073, 0.7047, 0.2169, 0.3993, 0.4144, 0.3031, 0.3523, -0.1075, 0.6943, -1.4899, 3.7307, 0.8404, -0.8411, -0.3260, -0.5509, 0.4125, 0.2041, 0.2500, -0.9899, -0.5452, 0.8329, -1.6953, -0.5279, 0.2446, 0.4965, -0.4584, 0.1291, 0.3577, 0.3802, 0.4531, 0.1738, -0.2953, -0.6460, 0.2455, 0.3983, -0.0770, 0.2681, -0.9482, -0.7419, 0.2947, 0.4364, 0.2572